(1)
C16H24CaO14 | ωB97M-V/def2-TZVPD

ORCA input file:
```
! wB97M-V def2-TZVPD RIJCOSX def2/J DEFGRID3
* xyz -2 1
Ca 1.5628 0.1200 -2.9071
C 4.9666 -1.8744 -8.2127
C 3.5456 -2.3009 -8.0221
O 3.0368 -3.1585 -8.7840
O 2.9047 -1.7794 -7.0846
H 5.6596 -2.0430 -7.3884
H 4.8806 -0.8455 -8.5622
H 5.5087 -2.3298 -9.0414
C -5.1554 2.2564 -4.4178
C -3.8658 1.7091 -3.7730
O -3.4009 2.1969 -2.7480
O -3.3072 0.6597 -4.2895
H -5.0028 2.4373 -5.4818
H -5.2229 3.2909 -4.0814
H -6.0904 1.7384 -4.2046
C 4.9529 6.2165 -2.7767
C 3.7506 5.2476 -2.8674
O 3.8121 4.3259 -3.6480
O 2.7805 5.3565 -2.1203
H 4.8899 6.9701 -1.9917
H 5.4079 6.4696 -3.7343
H 5.7785 5.6256 -2.3801
C 0.5254 -1.4654 3.8228
C 0.3736 -0.1599 3.0737
O -0.5525 0.5723 3.5190
O 0.8947 0.0027 1.9879
H -0.0800 -1.3436 4.7210
H 1.6023 -1.5099 3.9851
H 0.0954 -2.2605 3.2137
C 10.6364 -3.9399 1.0985
C 10.0419 -2.6084 0.5548
C 10.6589 -2.1857 -0.7636
O 9.4528 -1.7966 -1.4868
C 8.3845 -2.0261 -0.8805
O 7.2709 -1.7967 -1.2934
O 8.7223 -2.7366 0.1867
H 9.9332 -4.4033 1.7905
H 11.5523 -3.7690 1.6642
H 10.8643 -4.6803 0.3318
H 10.0616 -1.7661 1.2463
H 11.3663 -2.8297 -1.2860
H 11.0505 -1.1991 -0.5157
C 5.6735 -8.7448 -1.7807
C 4.3238 -8.3568 -1.1022
C 4.4489 -7.8668 0.3384
O 3.9413 -6.5319 0.2790
C 3.4043 -6.3524 -1.0271
O 2.8926 -5.3979 -1.5876
O 3.5832 -7.4582 -1.7380
H 6.3958 -7.9426 -1.6298
H 5.5908 -8.8575 -2.8617
H 6.1354 -9.6065 -1.2988
H 3.8398 -9.3321 -1.0502
H 5.5139 -8.0147 0.5177
H 3.8326 -8.4422 1.0292
*
```

Computed properties:
**Strongest force on any atom**: 0.129 Eh/bohr
**Lowest unoccupied orbital energy**: -0.151 eV
**Orbital gap**: 2.6 eV
**Energy relative to the best compared isomer or geometry (same formula, charge and spin)**: 860.6 kJ/mol
**DFT total energy**: -2354.86396 hartree

Results of the natural (NBO) charge analysis, in e, for atoms 1 through 5: 1.79 -0.73 0.74 -0.76 -0.82

(2)
C16H24Cl3F9NO8Y | ωB97M-V/def2-TZVPD

ORCA input file:
```
! wB97M-V def2-TZVPD RIJCOSX def2/J DEFGRID3
* xyz 2 1
Y -2.4914 22.5101 17.1154
O -3.2910 20.9764 15.6659
H -4.1153 20.7630 15.2190
C -0.6995 23.3798 14.3276
O -1.0431 22.6107 15.2856
N -0.8530 23.0905 13.0714
C -0.4466 23.9223 11.9484
C -1.6046 21.8969 12.6830
H -0.2515 24.3643 14.4988
H -1.3553 24.0786 11.3668
H 0.2720 23.3703 11.3450
H -0.0335 24.8801 12.2546
H -2.3915 22.1878 11.9845
H -1.0762 21.1540 12.0743
H -1.9722 21.2741 13.4939
C -5.6845 23.2056 14.1100
C -7.1181 23.6398 14.4011
O -8.1001 22.9615 13.6706
C -8.3516 21.7055 14.0399
O -7.8713 21.1014 14.9430
C -9.4576 21.0817 13.1690
F -9.0370 19.8473 12.8403
F -10.5686 20.9215 13.8634
F -9.6603 21.7231 12.0331
H -5.0134 23.8230 14.7114
H -5.5581 23.3422 13.0265
H -5.3809 22.1564 14.1324
H -7.1352 24.6983 14.1516
H -7.1602 23.6133 15.4959
C -5.6422 17.7196 11.7353
C -4.4343 18.3943 12.3931
O -3.4830 18.7621 11.4090
C -2.6010 17.8333 11.0522
O -2.5176 16.7587 11.5422
C -1.7682 18.2787 9.8201
F -2.4659 17.9518 8.7470
F -1.4700 19.5924 9.8346
F -0.6080 17.6484 9.8367
H -6.0499 18.4936 11.0842
H -6.4452 17.3383 12.3612
H -5.2093 16.8962 11.1648
H -4.0127 17.9040 13.2730
H -4.8466 19.3034 12.8447
C -5.7177 17.0826 17.7571
C -5.9642 18.5401 17.3243
O -7.2338 18.5509 16.6650
C -8.3557 18.6027 17.3438
O -8.4433 18.8162 18.5151
C -9.5678 18.4426 16.4185
F -10.2799 19.5868 16.4413
F -9.2585 18.0134 15.2201
F -10.4055 17.5590 17.0133
H -6.4355 16.8981 18.5532
H -4.6536 16.9118 17.9261
H -5.9140 16.3765 16.9474
H -5.1400 18.7772 16.6543
H -6.0236 19.1392 18.2314
C -0.3557 18.7616 14.7583
Cl 1.0095 19.7855 15.3372
Cl -0.5501 17.3898 15.8397
Cl -0.0211 18.2471 13.0908
H -1.2957 19.2934 14.8522
*
```

Computed properties:
**Strongest force on any atom**: 0.131 Eh/bohr
**Lowest unoccupied orbital energy**: -10.475 eV
**Orbital gap**: 4.5 eV
**DFT total energy**: -3597.81292 hartree

Results of the Löwdin charge analysis, in e, for atoms 1 through 5: 2.09 -0.39 -0.02 -0.24 -0.23

(3)
C16H24ClNO2Os | ωB97M-V/def2-TZVPD

ORCA input file:
```
! wB97M-V def2-TZVPD RIJCOSX def2/J DEFGRID3
* xyz 2 5
C 2.9965 -0.4171 -3.0341
C 2.9325 -1.8921 -3.0100
C 2.4113 0.2976 -4.1810
C 4.0133 0.2698 -2.2166
Cl 1.1018 -0.0154 -1.3976
H 3.0805 0.2702 -5.0599
H 2.2305 1.3460 -3.9244
H 1.4566 -0.1556 -4.4677
H 3.7001 -2.3441 -3.6615
H 1.9518 -2.2331 -3.3552
H 3.0874 -2.2626 -1.9925
H 5.0061 0.2495 -2.6989
H 4.1016 -0.2071 -1.2354
H 3.7311 1.3162 -2.0648
C -3.2002 -0.1947 0.4493
C -3.2797 0.6482 -0.7074
C -2.4103 0.1268 -1.7072
H -3.9177 1.5123 -0.8243
C -1.8324 -1.0765 -1.1918
C -2.3091 -1.2688 0.1321
H -2.0082 -2.0752 0.7928
H -3.7396 -0.0640 1.3835
H -2.2132 0.5656 -2.6826
H -1.0750 -1.6789 -1.6750
C -0.9686 1.8659 1.8909
C -2.1392 2.3139 1.2195
C -1.7443 2.7930 -0.0710
H -3.1353 2.3185 1.6396
C -0.3385 2.6361 -0.1820
C 0.1369 2.0498 1.0197
H 1.1464 1.7077 1.2114
H -0.9351 1.4825 2.9008
H -2.3951 3.1960 -0.8401
H 0.2538 2.8247 -1.0689
Os -1.3431 0.7240 0.0850
N -1.4357 -1.5043 4.5456
C 0.0470 -1.7540 4.4062
C 0.4698 -1.1168 3.0753
O 1.6821 -0.9039 2.8791
O -0.5552 -0.8831 2.3234
H -1.6158 -0.4894 4.6194
H -1.8242 -1.9705 5.3637
H -1.9059 -1.8255 3.6756
H 0.5752 -1.3356 5.2699
H 0.2093 -2.8459 4.3674
*
```

Computed properties:
**Strongest force on any atom**: 0.054 Eh/bohr
**Lowest unoccupied orbital energy (spin up / spin down)**: -6.463 / -10.381 eV
**Orbital gap (spin up / spin down)**: 4.7 / 5.2 eV
**Energy relative to the best compared isomer or geometry (same formula, charge and spin)**: 176.9 kJ/mol
**DFT total energy**: -1379.34379 hartree

Results of the natural (NBO) charge analysis, in e, for atoms 1 through 5: 0.09 -0.68 -0.69 -0.68 0.16

(4)
C16H24CuN2O | ωB97M-V/def2-TZVPD

ORCA input file:
```
! wB97M-V def2-TZVPD RIJCOSX def2/J DEFGRID3
* xyz 0 2
C 3.8000 -1.2494 3.0088
C 3.9474 0.1817 2.6666
H 3.7881 -1.5996 4.0631
H 4.3547 -1.9977 2.3794
H 2.7862 -1.5618 2.6025
H 3.0902 0.3794 1.9665
H 3.7633 0.9814 3.4156
H 4.7878 0.5343 2.0909
C -0.5929 -2.6650 -1.0391
C -1.5732 -3.5135 -1.5098
C -2.5779 -3.0710 -2.3766
C -2.5570 -1.7190 -2.7016
H 0.1959 -2.9494 -0.3468
H -1.6038 -4.5351 -1.2063
H -3.3542 -3.7001 -2.8300
H -3.2571 -1.2828 -3.3926
N -0.5789 -1.4013 -1.4198
C -1.5711 -0.8669 -2.1733
C -1.4619 0.5859 -2.2919
N -0.3990 1.0674 -1.6273
C -0.1459 2.3549 -1.4365
C -1.9508 2.8582 -2.9525
C -0.8787 3.2781 -2.1661
H 0.6509 2.5778 -0.7342
H -0.6145 4.2930 -2.1100
C -2.2687 1.5068 -2.9759
H -3.0603 1.0816 -3.5605
H -2.5495 3.5260 -3.5735
Cu 0.7728 -0.1791 -0.7757
C 2.3448 -0.1098 -1.7679
H 2.4117 0.8820 -2.2235
H 2.2497 -0.8983 -2.5385
H 3.1467 -0.3047 -1.0265
C -1.9956 1.1995 2.0771
C -0.5455 0.7513 2.0858
C -0.3731 0.0565 3.4193
O -0.2016 0.0850 0.9676
H -2.6344 0.3352 2.2600
H -2.3128 1.6587 1.1497
H -2.1092 1.9229 2.8886
H 0.0222 1.6967 2.3248
H -1.0603 -0.7356 3.6971
H 0.6244 -0.3153 3.5609
H -0.5091 0.8612 4.1322
*
```

Computed properties:
**Strongest force on any atom**: 0.071 Eh/bohr
**Lowest unoccupied orbital energy (spin up / spin down)**: -0.570 / -0.640 eV
**Orbital gap (spin up / spin down)**: 6.8 / 6.7 eV
**DFT total energy**: -2449.16024 hartree

Results of the natural (NBO) charge analysis, in e, for atoms 1 through 5: -0.64 -0.64 0.21 0.21 0.21